A molecular structure, C4H6Br6CaO3Rb in a non-equilibrium geometry. Source: the OMol25 dataset; level of theory: ωB97M-V/def2-TZVPD.

Summary:
Molar mass   707.06 g mol⁻¹
Gap between HOMO and LUMO   9.05 eV
LUMO level   -3.4 eV
Multiplicity   1
HOMO level   -12.50 eV
Total charge   +1
Electronic energy   -449734.0357 eV

XYZ file:
```
21
Properties=species:S:1:pos:R:3:mulliken_charge:R:1
Rb -4.0530 5.6008 -10.6536 0.98
Ca -4.3073 6.2342 -14.8379 1.47
O -5.3627 7.3152 -13.1546 -1.03
H -5.7818 6.5890 -12.6814 0.18
C -2.7578 2.3975 -13.7561 -0.84
C -3.2535 3.7545 -14.1203 0.95
O -3.0107 4.2136 -15.2661 -0.71
O -3.9635 4.4387 -13.3049 -0.84
H -1.6722 2.4222 -13.8887 0.32
H -3.1820 1.6145 -14.3742 0.33
H -2.8797 2.2302 -12.6867 0.10
C -2.1722 5.5932 -18.1194 -0.14
Br -3.9921 5.9001 -18.6432 -0.03
Br -1.5071 7.1548 -17.1458 -0.05
Br -1.0197 5.1821 -19.5694 0.03
H -2.1730 4.7984 -17.3852 0.28
C -1.6057 0.2940 -10.1842 -0.02
Br 0.1264 0.4716 -10.9846 0.01
Br -1.7639 1.3741 -8.5988 -0.02
Br -2.0812 -1.5204 -9.8059 0.02
H -2.3098 0.6501 -10.9200 0.03
```

***

2 unconnected molecules or ions with the total composition C4H6BrCl3S2 in a non-equilibrium geometry. Source: the OMol25 dataset; level of theory: ωB97M-V/def2-TZVPD.

Summary:
Molar mass   304.49 g mol⁻¹
Gap between HOMO and LUMO (spin up / spin down)   7.69 / 7.02 eV
LUMO level (spin up / spin down)   -0.4 / -0.7 eV
Multiplicity   1
HOMO level (spin up / spin down)   -8.13 / -7.70 eV
Electronic energy   -133522.9949 eV

XYZ file:
```
16
Properties=species:S:1:pos:R:3:mulliken_charge:R:1
C 0.9391 0.0923 -0.9224 -0.98
C -0.0654 -0.5958 -0.0206 -0.35
C -3.0153 1.6465 1.6810 -0.18
C -1.7331 1.3648 3.8908 0.09
S -1.7642 0.0114 -0.3362 -0.07
S -1.7498 1.8598 0.5298 0.00
Cl -3.9427 2.9884 2.1416 -0.10
Cl -0.0776 1.4982 3.4127 -0.11
Cl -2.3003 2.6784 4.8509 -0.11
Br -2.1970 -0.3697 4.5671 -0.07
H 0.6146 0.0231 -1.9600 0.29
H 1.0347 1.1432 -0.6588 0.29
H 1.9134 -0.3835 -0.8219 0.34
H 0.1559 -0.4520 1.0362 0.20
H -0.1342 -1.6607 -0.2376 0.35
H -3.4962 0.6831 1.7261 0.41
```

***

C4H6BrClN2 in the gas phase in a non-equilibrium geometry. Source: the OMol25 dataset; level of theory: ωB97M-V/def2-TZVPD.

Summary:
Molar mass   197.46 g mol⁻¹
SMILES   C[C@H]1N=N[C@@H](Cl)[C@@H]1Br
Relative energy (zero: lowest compared OMol25 entry of this formula, charge and spin)   0.00 kJ/mol
Gap between HOMO and LUMO   10.02 eV
LUMO level   0.2 eV
Multiplicity   1
HOMO level   -9.79 eV
Electronic energy   -89788.6728 eV

XYZ file:
```
14
Properties=species:S:1:pos:R:3:mulliken_charge:R:1
C -1.4639 -0.7808 0.4416 -1.46
C -0.2108 -0.7719 -0.4775 0.21
N -0.3804 0.1578 -1.6420 -0.23
N 0.3280 1.1682 -1.5000 -0.24
C 0.9841 1.2736 -0.1738 0.08
Cl 0.0786 2.5390 0.7062 -0.18
C 0.8640 -0.1157 0.3894 -0.39
Br 2.5216 -1.1029 0.0936 -0.14
H -1.4608 0.0265 1.1380 0.38
H -1.5799 -1.6767 0.9963 0.34
H -2.3334 -0.5379 -0.1645 0.40
H 0.0405 -1.8448 -1.0427 0.43
H 2.0163 1.6727 -0.2466 0.37
H 0.5961 -0.0071 1.4819 0.43
```

***

2 unconnected molecules or ions with the total composition C4H6BrClO in a non-equilibrium geometry. Source: the OMol25 dataset; level of theory: ωB97M-V/def2-TZVPD.

Summary:
Molar mass   185.45 g mol⁻¹
SMILES   C=C(Br)C(C)=O.Cl
Relative energy (zero: lowest compared OMol25 entry of this formula, charge and spin)   51.99 kJ/mol
Gap between HOMO and LUMO   9.46 eV
LUMO level   0.0 eV
Multiplicity   1
HOMO level   -9.51 eV
Electronic energy   -88856.1884 eV

XYZ file:
```
13
Properties=species:S:1:pos:R:3:mulliken_charge:R:1
C -2.0325 1.4633 1.1019 -0.57
C -1.2978 0.7025 0.2185 -0.04
Br -1.7640 0.3966 -1.5421 -0.11
C -0.0947 -0.0427 0.8373 0.99
C 0.6262 -1.0446 -0.0532 -1.27
O 0.1774 0.1913 2.0220 -0.56
H -1.6372 1.7463 1.9810 0.38
H -3.0900 1.7959 0.7896 0.20
H 0.1383 -2.0833 0.0266 0.30
H 1.5651 -1.3601 0.3397 0.41
H 0.7978 -0.7005 -1.0958 0.30
Cl 3.2075 -0.1146 -1.8029 -0.28
H 3.4038 -0.9500 -2.8224 0.27
```

***

3 unconnected molecules or ions with the total composition C4H6BrF in a non-equilibrium geometry. Source: the OMol25 dataset; level of theory: ωB97M-V/def2-TZVPD.

Summary:
Molar mass   152.99 g mol⁻¹
Relative energy (zero: lowest compared OMol25 entry of this formula, charge and spin)   596.25 kJ/mol
Gap between HOMO and LUMO (spin up / spin down)   8.58 / 8.58 eV
LUMO level (spin up / spin down)   -1.0 / -1.0 eV
Multiplicity   1
HOMO level (spin up / spin down)   -9.54 / -9.54 eV
Electronic energy   -76997.9084 eV

XYZ file:
```
12
Properties=species:S:1:pos:R:3:mulliken_charge:R:1
C 0.8505 0.4358 0.1312 0.00
C 1.9937 -1.5966 1.0959 -0.15
C -0.9840 1.4650 -1.5149 -0.99
C 0.1700 0.9884 -0.6480 0.12
F 1.9135 -2.2113 -0.0685 -0.10
Br -1.7240 -0.5793 1.7857 -0.22
H 1.5353 -0.2184 0.8995 0.18
H 3.1251 -1.5554 1.2823 0.11
H -1.5721 0.5987 -1.3445 0.25
H -0.8568 1.6637 -2.6157 0.30
H -1.4549 2.3864 -1.1423 0.28
H -2.9963 -1.3770 2.1394 0.21
```

***

A gas-phase ion, C4H6BrN2 (charge +1) in a non-equilibrium geometry. Source: the OMol25 dataset; level of theory: ωB97M-V/def2-TZVPD.

Summary:
Molar mass   162.01 g mol⁻¹
Relative energy (zero: lowest compared OMol25 entry of this formula, charge and spin)   355.68 kJ/mol
Gap between HOMO and LUMO (spin up / spin down)   8.20 / 8.20 eV
LUMO level (spin up / spin down)   -5.2 / -5.2 eV
Multiplicity   1
HOMO level (spin up / spin down)   -13.40 / -13.41 eV
Total charge   +1
Electronic energy   -77257.2195 eV

XYZ file:
```
13
Properties=species:S:1:pos:R:3:mulliken_charge:R:1
C 1.5403 -1.0839 -0.9538 0.17
C 1.4950 -0.1465 -1.8225 -0.23
C -0.3428 0.9815 -0.5819 0.03
C 0.6481 -1.0442 0.3145 -0.48
N -0.4272 -0.0377 0.2345 -0.16
N -0.8590 2.1832 -0.4122 -0.28
Br 2.2770 0.7233 -3.1692 0.08
H 2.2881 -1.8910 -0.7065 0.35
H 0.1907 -2.0130 0.4702 0.39
H 1.2911 -0.8265 1.1642 0.31
H -1.2661 -0.0560 0.8676 0.29
H -1.0717 2.6033 -1.2900 0.28
H -1.2818 2.6446 0.3591 0.23
```

***

A gas-phase ion, C4H6BrN2 (charge +1) in a non-equilibrium geometry. Source: the OMol25 dataset; level of theory: ωB97M-V/def2-TZVPD.

Summary:
Molar mass   162.01 g mol⁻¹
SMILES   Cc1[nH]cc(Br)[nH+]1
Relative energy (zero: lowest compared OMol25 entry of this formula, charge and spin)   0.00 kJ/mol
Gap between HOMO and LUMO   10.51 eV
LUMO level   -3.3 eV
Multiplicity   1
HOMO level   -13.84 eV
Total charge   +1
Electronic energy   -77260.9059 eV

XYZ file:
```
13
Properties=species:S:1:pos:R:3:mulliken_charge:R:1
C -0.7576 1.5119 -0.9325 -0.97
C -0.2600 0.3461 -0.1588 0.40
N -0.9593 -0.6303 0.3692 -0.07
C -0.0698 -1.5367 0.9315 -0.26
C 1.2435 -1.1767 0.6778 0.04
Br 3.0472 -1.7428 0.9988 -0.02
N 1.0740 0.0977 -0.0869 -0.08
H -0.8909 1.1895 -1.9899 0.29
H -1.7031 1.8796 -0.3767 0.36
H 0.0344 2.3176 -0.8375 0.32
H -2.0663 -0.5725 0.4876 0.36
H -0.3737 -2.4241 1.4337 0.44
H 1.6816 0.7407 -0.5165 0.18
```

***

A gas-phase ion, C4H6BrN2 (charge +1) in a non-equilibrium geometry. Source: the OMol25 dataset; level of theory: ωB97M-V/def2-TZVPD.

Summary:
Molar mass   162.01 g mol⁻¹
Relative energy (zero: lowest compared OMol25 entry of this formula, charge and spin)   540.71 kJ/mol
Gap between HOMO and LUMO (spin up / spin down)   7.20 / 7.19 eV
LUMO level (spin up / spin down)   -5.8 / -5.8 eV
Multiplicity   1
HOMO level (spin up / spin down)   -13.03 / -13.03 eV
Total charge   +1
Electronic energy   -77255.3018 eV

XYZ file:
```
13
Properties=species:S:1:pos:R:3:mulliken_charge:R:1
C 0.7459 0.4673 -0.9520 -0.34
C 1.3815 0.2645 0.2309 -0.01
C -1.1050 -0.3718 1.1737 0.05
C -0.5793 -0.1984 -1.2580 -0.36
N 0.9771 -0.6948 1.1477 -0.34
N -1.3480 -0.1120 -0.0330 -0.14
Br 1.6458 -0.8308 2.7586 0.13
H 1.1823 1.1421 -1.8000 0.30
H 2.3514 0.8980 0.4568 0.33
H -1.5607 -0.1371 2.0746 0.43
H -1.0174 0.3881 -2.1525 0.36
H -0.4325 -1.2257 -1.3538 0.26
H -2.2411 0.4106 -0.2930 0.34
```

***

A gas-phase ion, C4H6BrN3P (charge +1) in a non-equilibrium geometry. Source: the OMol25 dataset; level of theory: ωB97M-V/def2-TZVPD.

Summary:
Molar mass   206.99 g mol⁻¹
SMILES   [H]/N=C1\C(=[NH2+])N(P)C=C1Br
Relative energy (zero: lowest compared OMol25 entry of this formula, charge and spin)   0.00 kJ/mol
Gap between HOMO and LUMO   7.08 eV
LUMO level   -5.6 eV
Multiplicity   1
HOMO level   -12.67 eV
Total charge   +1
Electronic energy   -88038.6579 eV

XYZ file:
```
15
Properties=species:S:1:pos:R:3:mulliken_charge:R:1
H -0.7909 -2.8955 0.0311 0.22
N -1.4817 -2.1516 0.0432 -0.57
C -1.1105 -0.9582 -0.0103 0.95
C 0.2994 -0.3810 -0.0613 0.39
N 1.3875 -1.1158 -0.0951 -0.30
N 0.2372 0.9399 -0.0297 -0.01
P 1.5489 2.1688 -0.0092 -0.02
C -1.0999 1.3656 0.0108 -0.15
C -1.9816 0.2064 0.0130 -0.53
Br -3.8248 0.1729 0.0158 -0.04
H 1.3130 -2.1213 -0.1579 0.20
H 2.3171 -0.7172 -0.0794 0.21
H 2.3908 1.4255 -0.8528 0.08
H 2.1450 1.6556 1.1557 0.13
H -1.3495 2.4058 0.0261 0.44
```

***

C4H6BrP in the gas phase in a non-equilibrium geometry. Source: the OMol25 dataset; level of theory: ωB97M-V/def2-TZVPD.

Summary:
Molar mass   164.97 g mol⁻¹
SMILES   C=C[C@@H]1CP1Br
Relative energy (zero: lowest compared OMol25 entry of this formula, charge and spin)   118.99 kJ/mol
Gap between HOMO and LUMO   9.55 eV
LUMO level   0.5 eV
Multiplicity   1
HOMO level   -9.06 eV
Electronic energy   -83574.8442 eV

XYZ file:
```
12
Properties=species:S:1:pos:R:3:mulliken_charge:R:1
C -1.4983 0.3429 -1.3145 -0.95
C -0.8513 0.9033 -0.2718 -0.15
C 0.2724 0.3751 0.5813 0.09
C 1.3929 -0.5449 0.0000 -0.71
P -0.0154 -1.4651 0.8029 0.15
Br 1.0811 -1.8069 2.7760 -0.27
H -2.2896 0.8013 -1.7366 0.29
H -1.1975 -0.4981 -1.7632 0.31
H -1.0963 1.7946 0.1272 0.31
H 0.3980 1.1676 1.3793 0.34
H 1.4782 -0.6189 -1.1565 0.26
H 2.3257 -0.4510 0.5758 0.33
```

***

A molecular structure, C4H6CaO7 in a non-equilibrium geometry. Source: the OMol25 dataset; level of theory: ωB97M-V/def2-TZVPD.

Summary:
Molar mass   206.16 g mol⁻¹
Relative energy (zero: lowest compared OMol25 entry of this formula, charge and spin)   2.00 kJ/mol
Gap between HOMO and LUMO (spin up / spin down)   3.62 / 11.02 eV
LUMO level (spin up / spin down)   -1.7 / 0.0 eV
Multiplicity   1
HOMO level (spin up / spin down)   -5.33 / -11.01 eV
Electronic energy   -37014.7897 eV

XYZ file:
```
18
Properties=species:S:1:pos:R:3:mulliken_charge:R:1
O -2.3824 2.1975 -0.9713 -0.77
C -1.5994 2.0539 0.0156 1.09
O -1.7975 2.7319 1.0696 -0.73
O -0.7064 1.0984 -0.0441 -0.06
O 1.4139 -0.8190 -0.0416 -0.27
C 1.6457 -2.0631 -0.4668 0.69
O 1.4346 -3.0544 0.2026 -0.55
O 2.6001 -1.9927 -1.3997 -0.42
C 0.4906 -0.6662 1.0326 -0.54
C 0.0603 0.7716 1.1242 -0.50
Ca -3.3941 3.8798 0.0230 0.32
H 2.8461 -2.8877 -1.6644 0.35
H 0.9972 -0.9709 1.9573 0.39
H -0.3964 -1.3016 0.9096 0.33
H 0.9232 1.4475 1.1671 0.30
H -0.5585 0.9010 2.0187 0.38
O -0.7459 -1.0613 -2.7314 -0.37
H -0.8311 -0.2647 -2.2010 0.35
```

***

A molecular structure, C4H6CdO2 in a non-equilibrium geometry. Source: the OMol25 dataset; level of theory: ωB97M-V/def2-TZVPD.

Summary:
Molar mass   198.50 g mol⁻¹
Relative energy (zero: lowest compared OMol25 entry of this formula, charge and spin)   528.14 kJ/mol
Gap between HOMO and LUMO (spin up / spin down)   6.85 / 5.99 eV
LUMO level (spin up / spin down)   -5.6 / -6.5 eV
Multiplicity   2
HOMO level (spin up / spin down)   -12.45 / -12.50 eV
Total charge   +1
Electronic energy   -12886.8564 eV

XYZ file:
```
13
Properties=species:S:1:pos:R:3:mulliken_charge:R:1
C 0.0101 -0.8230 -0.3680 0.11
O -1.0080 -1.5761 -0.8779 -0.42
H 0.9500 -1.3866 -0.4044 0.36
H -1.6474 -1.0221 -1.3405 0.29
C 0.2681 -0.3722 1.5844 -0.69
C 0.3022 0.9743 1.0589 -0.73
C 0.0196 0.6638 -0.3630 0.75
O 0.4497 0.5448 -1.5949 -0.65
Cd -0.2472 0.7844 -3.4577 0.69
H -0.5847 -0.6050 2.2288 0.29
H 1.1921 -0.9038 1.8231 0.32
H -0.2300 1.7583 1.6040 0.31
H 0.5256 1.9632 0.1071 0.37
```